Entry 1:
Computed, not measured: a cluster of 8 separate species, C33H40Cl21FINO5P2 in total at a distorted geometry, with the ωB97M-V functional and the def2-TZVPD basis.

SMILES string: CCP(CC)c1cc(I)c(CCCCCCCOC)c2c1C(=O)c1c(ccc(F)c1P(=N)(O)O)C2=O.ClC(Cl)Cl.ClC(Cl)Cl.ClC(Cl)Cl.ClC(Cl)Cl.ClC(Cl)Cl.ClC(Cl)Cl.ClC(Cl)Cl
Multiplicity: 1
E_LUMO (eV): -1.12
Frontier orbital gap (eV): 6.6

Cartesian coordinates (Å):
C 3.940283 2.819720 2.090607
C 4.119923 2.766284 0.501701
P 3.658639 0.995905 -0.010833
C 4.284824 0.762553 -1.761060
C 3.657189 -0.473739 -2.522190
C 1.805940 0.809467 0.108520
C 0.957632 1.978660 -0.221419
C -0.513435 1.961846 -0.119330
I -1.510647 3.794140 -0.651719
C -1.177470 0.732317 0.332333
C -2.726796 0.677768 0.503115
C -3.515340 0.077564 -0.720204
C -5.074344 0.342792 -0.434876
C -5.867408 -0.957027 -0.032087
C -5.293432 -1.739256 1.219989
C -6.177182 -1.538193 2.542155
C -5.508823 -0.381970 3.366465
O -5.883881 -0.379873 4.766718
C -5.072568 0.645074 5.377712
C -0.344592 -0.456328 0.627729
C 1.136858 -0.431866 0.522216
C 1.948421 -1.717168 0.890384
O 3.014468 -1.960745 0.389239
C 1.299634 -2.704613 1.907147
C -0.151870 -2.758127 1.975353
C -0.936572 -3.653326 2.841647
C -0.177408 -4.560792 3.711598
C 1.288167 -4.494655 3.684484
F 1.924440 -5.374445 4.531445
C 2.053895 -3.593627 2.809384
P 3.926402 -3.583851 2.853044
N 4.590135 -4.105312 1.527290
O 4.492106 -4.514937 4.141389
O 4.315929 -2.014234 3.246427
C -0.963247 -1.799984 1.066966
O -2.063998 -2.188144 0.718054
H 2.867002 2.898730 2.399936
H 4.471897 3.711564 2.525314
H 4.374964 1.849492 2.468941
H 3.473672 3.543414 0.016432
H 5.214619 2.969874 0.323262
H 4.215371 1.724604 -2.346490
H 5.392407 0.565139 -1.673619
H 3.975202 -0.502650 -3.601408
H 3.986306 -1.429526 -2.027724
H 2.535638 -0.350785 -2.466682
H 1.468387 2.914418 -0.562594
H -2.938747 0.184158 1.485146
H -3.079197 1.746111 0.613112
H -3.256741 0.668157 -1.641966
H -3.326429 -1.004607 -0.915914
H -5.193924 1.157968 0.328661
H -5.503823 0.700431 -1.410192
H -6.013118 -1.689780 -0.867424
H -6.906442 -0.614107 0.259969
H -5.284836 -2.847832 1.001706
H -4.246481 -1.471263 1.501448
H -7.225537 -1.248220 2.269667
H -6.260931 -2.494894 3.131540
H -4.376960 -0.410098 3.341252
H -5.889011 0.593274 2.932376
H -4.148580 0.216274 5.865524
H -5.643520 1.248508 6.128328
H -4.697855 1.382331 4.605217
H -2.071806 -3.602737 2.759339
H -0.747694 -5.258768 4.356401
H 5.193517 -4.907230 1.751030
H 5.353309 -4.880581 3.868786
H 5.277210 -1.922665 3.086090
Cl 5.192456 4.081607 -5.420101
C 4.758902 4.866517 -3.897646
Cl 3.363001 4.072860 -3.159366
Cl 6.133264 4.871011 -2.783144
H 4.489326 5.896187 -4.110105
Cl -4.551073 -3.261612 6.429329
C -3.879180 -4.716019 5.686991
Cl -5.170897 -5.814505 5.186946
Cl -2.851894 -4.288400 4.305349
H -3.265034 -5.224661 6.424304
Cl 7.695917 1.016339 -2.148454
C 8.019775 1.737687 -3.729996
Cl 9.715227 1.507593 -4.173969
Cl 6.951803 1.051808 -4.961680
H 7.823692 2.804171 -3.668099
Cl 7.487510 5.097739 -8.947551
C 8.798402 4.521319 -7.911005
Cl 9.400328 5.828963 -6.884737
Cl 8.258538 3.157096 -6.926306
H 9.611728 4.183933 -8.545620
Cl -3.457570 -6.407378 -0.694340
C -1.753072 -5.947850 -0.583115
Cl -1.400029 -5.233395 0.999617
Cl -0.711160 -7.344251 -0.882774
H -1.550997 -5.201649 -1.345458
Cl -5.456059 1.452878 -5.943721
C -5.905868 2.194337 -4.404019
Cl -7.277983 1.345709 -3.681833
Cl -4.530187 2.207940 -3.294902
H -6.201057 3.219146 -4.593709
Cl -4.117056 8.112499 -3.981514
C -3.978957 6.390675 -3.614392
Cl -3.536409 6.152618 -1.918378
Cl -5.488128 5.552621 -3.988464
H -3.193635 5.970581 -4.235069

Force components x, y, z for each atom (eV/Å):
0.167 -0.100 -0.570
-0.844 0.251 0.872
1.279 -0.718 0.911
0.339 0.057 -0.966
-0.206 0.536 0.381
-2.390 0.815 -0.860
-1.077 -1.593 0.607
2.312 -1.984 0.657
0.445 -1.286 0.263
0.994 -0.165 -0.312
0.868 0.510 -0.190
-0.999 0.870 0.569
0.383 -1.009 -1.066
-0.286 0.391 0.963
-0.854 -0.672 0.573
0.686 0.177 -0.072
-0.779 -0.199 0.020
0.923 1.024 -0.521
0.434 0.538 0.170
1.341 1.231 -0.306
-1.276 1.257 0.026
-0.785 0.266 0.160
-0.504 0.254 0.287
-1.404 -0.969 1.665
0.622 0.351 0.606
3.730 0.810 -0.126
0.934 1.891 -1.746
-1.150 0.631 -0.957
-0.683 1.324 -1.185
-1.228 -0.152 0.882
1.716 -0.463 -0.239
-0.084 0.014 1.072
-1.011 1.286 -0.892
-0.635 -1.861 -0.227
0.217 -0.482 0.082
0.582 0.739 0.254
0.852 -0.233 -0.342
-0.410 -0.952 -0.419
-0.463 1.173 -0.003
0.845 -0.425 0.291
-1.195 -0.435 -0.345
-0.168 -1.102 0.429
-1.413 0.276 0.270
-0.287 0.157 1.075
-0.555 0.967 -0.456
1.095 -0.514 -0.227
-0.611 -0.986 0.386
-0.025 0.162 -0.983
0.399 -1.104 -0.077
0.066 -0.639 0.921
-0.018 0.954 0.330
0.047 -0.791 -0.630
0.172 -0.191 1.143
0.413 0.900 0.432
0.960 -0.422 -0.446
0.060 1.171 0.097
-0.817 -0.203 -0.622
0.893 -0.228 0.261
0.370 1.005 -0.424
-1.127 -0.149 -0.334
0.742 -0.799 0.239
-0.952 0.211 -0.400
0.277 -0.812 -0.546
-0.475 -0.695 0.746
2.511 0.364 -0.647
1.184 0.463 -0.512
-0.341 0.333 -0.430
-0.507 0.192 0.060
-0.572 0.042 -0.105
-0.072 0.180 0.164
-0.042 -0.078 -0.134
-0.027 0.179 -0.071
-0.049 0.024 -0.007
0.057 -0.110 0.055
0.085 -0.090 -0.084
-0.283 -0.017 0.035
0.094 0.013 0.044
-2.454 -0.473 2.147
-0.056 0.046 -0.101
0.338 0.161 -0.144
0.079 -0.071 0.005
-0.074 0.017 0.053
0.012 -0.152 0.220
-0.004 -0.117 -0.024
0.078 -0.037 0.019
-0.048 0.008 0.063
0.005 -0.068 -0.056
0.107 0.167 -0.261
-0.096 0.055 0.070
0.062 0.063 -0.035
-0.112 -0.172 0.060
-0.183 -1.173 -1.371
-0.028 0.095 -0.024
-0.027 -0.069 0.104
-0.024 0.086 0.060
0.029 -0.214 0.013
0.038 0.074 -0.031
-0.041 0.212 -0.272
0.034 -0.149 0.006
0.028 -0.134 -0.003
0.078 0.076 0.015
-0.161 0.147 -0.135
0.015 0.237 0.017
-0.091 0.020 0.087


Entry 2:
Computed, not measured: a cluster of 2 separate species, C26H22F3N3O3S in total at a distorted geometry, with the ωB97M-V functional and the def2-TZVPD basis.

Relative energy (zero: lowest compared OMol25 entry of this formula, charge and spin) (kcal/mol): 35.6
Multiplicity: 1
E_LUMO (eV): -0.03
Frontier orbital gap (eV): 7.7

Cartesian coordinates (Å):
C -0.960837 1.502774 -2.182952
O 0.172455 0.928078 -1.471128
C 0.105040 -0.315138 -0.897686
C -1.055752 -1.157742 -1.310389
C -0.940011 -1.886569 -2.489912
C -1.949043 -2.790861 -2.817017
C -3.083734 -2.867145 -2.001426
C -3.254643 -2.009706 -0.905918
C -2.231028 -1.127655 -0.553279
C 1.511243 -0.868651 -0.861374
N 1.885092 -2.189168 -0.943410
C 1.085747 -3.373928 -0.674225
C 3.230258 -2.254677 -1.282970
C 3.674721 -0.955780 -1.464482
C 5.005187 -0.664277 -1.750869
C 5.886847 -1.747209 -1.863529
C 5.428546 -3.073863 -1.718819
C 4.082878 -3.349439 -1.422239
N 2.596864 -0.112061 -1.271420
C 2.712453 1.313870 -1.446059
H -0.977003 2.546468 -1.865431
H -0.754487 1.407803 -3.256373
H -1.913060 1.017209 -1.928312
H -0.040530 -1.734956 -3.085836
H -1.836894 -3.428185 -3.692362
H -3.864461 -3.597651 -2.226471
H -4.170818 -2.033865 -0.311116
H -2.313924 -0.399401 0.262902
H 1.732670 -4.160154 -0.266040
H 0.292926 -3.152176 0.046921
H 0.657561 -3.722305 -1.623497
H 5.324992 0.367687 -1.875926
H 6.944090 -1.564417 -2.054850
H 6.138125 -3.896706 -1.822600
H 3.685123 -4.359489 -1.298149
H 3.776657 1.531864 -1.520522
H 2.210552 1.600205 -2.371529
H 2.306981 1.860762 -0.599968
F 2.638737 0.679744 1.398113
C 1.305193 0.899421 1.575110
F 1.064035 0.867410 2.896162
F 0.981548 2.111749 1.091146
S 0.490504 -0.608000 0.869506
N -1.655280 1.074872 2.258476
C -2.260251 2.087629 1.561584
O -2.319642 2.286413 0.336686
C -2.942578 2.955522 2.582141
C -2.702847 2.405665 3.819546
C -3.282554 2.932485 4.965332
C -4.154940 4.026504 4.826828
C -4.411635 4.579978 3.559880
C -3.789281 4.041806 2.422920
C -1.862706 1.172036 3.622828
O -1.503163 0.440112 4.537698
H -3.033156 2.475986 5.921718
H -4.640633 4.444111 5.704342
H -5.093216 5.418934 3.453358
H -3.928902 4.424071 1.414866

Force components x, y, z for each atom (eV/Å):
0.013 -0.027 0.303
-0.624 0.081 0.300
1.082 0.407 -1.415
-0.116 -0.096 0.163
-0.225 -0.170 0.356
-0.006 0.280 0.059
-0.121 -0.016 0.071
0.209 0.066 -0.101
0.102 -0.274 -0.175
0.154 -0.196 -2.440
0.195 -0.376 -0.370
0.047 -0.019 -0.298
0.505 -0.563 0.042
0.831 -0.047 0.065
-0.082 -0.359 0.032
-0.374 -0.297 0.055
-0.161 0.304 0.093
0.012 0.322 -0.027
-0.733 -0.591 0.462
0.130 0.512 -0.341
-0.211 -0.224 -0.130
-0.037 0.005 0.221
0.461 0.353 -0.012
-0.172 -0.351 -0.029
-0.157 0.137 0.175
0.254 0.255 0.002
0.291 -0.025 -0.275
0.011 -0.440 -0.032
-0.142 0.313 0.012
0.127 -0.106 -0.210
-0.096 -0.104 0.452
0.137 -0.346 0.016
-0.320 -0.051 -0.017
-0.258 0.258 0.031
0.393 0.278 -0.082
-0.145 0.091 0.046
0.195 0.240 0.210
0.051 -0.001 -0.348
-0.410 0.675 0.267
-0.113 0.073 0.977
0.456 0.128 -1.165
0.263 -1.385 0.314
-1.368 1.471 3.019
0.591 -0.888 -0.990
-0.119 -0.131 0.754
0.434 -0.606 0.897
-0.685 0.632 -0.053
-0.523 0.457 0.794
0.066 0.078 -0.238
0.218 -0.138 -0.349
0.372 -0.418 0.058
0.199 -0.093 0.059
-0.332 0.540 -0.348
0.047 0.211 -0.969
-0.261 0.176 -0.075
0.067 -0.027 -0.114
0.086 -0.094 0.088
-0.208 0.114 0.209


Entry 3:
Computed, not measured: a structure of composition C34H32CeN7O3S5 at a distorted geometry, with the ωB97M-V functional and the def2-TZVPD basis.

Relative energy (zero: lowest compared OMol25 entry of this formula, charge and spin) (kcal/mol): 67.0
Multiplicity: 2
E_LUMO (alpha / beta) (eV): -0.61 / -0.58
Frontier orbital gap (alpha / beta) (eV): 5.3 / 5.3

Cartesian coordinates (Å):
Ce 0.107327 0.393325 0.954253
S 0.903010 1.819646 3.319006
C 2.632121 1.913765 3.584808
C 3.192447 3.007200 4.277440
C 4.545391 3.090539 4.476328
C 5.380905 2.047483 4.057395
C 4.850118 0.969585 3.379446
C 3.472277 0.892486 3.122739
S 2.918660 -0.302461 1.973596
C 2.083623 -1.573274 2.967001
C 1.409603 -2.507278 2.009557
C 1.006443 -3.786845 2.347758
C 0.386430 -4.530021 1.347358
C 0.275309 -4.078618 0.039764
C 0.689797 -2.777741 -0.213234
C 0.556947 -2.140270 -1.548093
S 0.961558 -0.364758 -1.592715
C -0.589658 0.523020 -1.625655
C -0.866062 2.086687 -3.516403
C -2.146081 1.879416 -3.848698
C -3.149895 1.239986 -3.062427
C -3.042185 0.449557 -1.957115
C -1.838699 0.027265 -1.282740
S -2.045902 -1.174632 -0.018965
N 1.196763 -2.041905 0.779403
H 2.507040 3.778376 4.587975
H 4.994415 3.967224 4.926600
H 6.456730 2.084643 4.221205
H 5.484620 0.181409 3.019665
H 1.378679 -1.099298 3.644626
H 2.815036 -2.139305 3.552445
H 1.114272 -4.187752 3.338003
H 0.014629 -5.513377 1.580735
H -0.164390 -4.683403 -0.734914
H -0.436760 -2.301252 -1.967782
H 1.209908 -2.600542 -2.290078
H -0.121256 2.443831 -4.234427
H -2.471643 2.340562 -4.781875
H -4.142934 1.302027 -3.470962
H -3.955253 -0.058558 -1.664867
N 4.436252 1.849726 -6.668836
C 3.287172 1.211291 -6.170244
C 3.431676 0.148920 -5.270048
C 2.325569 -0.589951 -4.841156
C 1.031836 -0.314831 -5.307297
C 0.912902 0.698509 -6.226943
C 1.996126 1.487462 -6.645535
S -0.460322 -1.270695 -4.724443
O -1.494440 -0.760407 -5.649785
O 0.053520 -2.701967 -4.926120
N -0.414056 1.837550 -2.158206
C -0.768017 2.883167 -1.321069
N -0.624291 2.737325 0.012021
C -1.088898 3.708630 0.801941
C -1.615884 4.870864 0.312972
C -1.588876 4.974511 -1.058634
N -1.185652 4.016780 -1.888066
H 5.253667 1.831985 -6.083995
H 4.266713 2.768539 -7.041689
H 4.427091 -0.111343 -4.931526
H 2.470576 -1.421992 -4.168687
H -0.062964 0.868789 -6.656876
H 1.861562 2.249532 -7.381603
H -0.959957 3.519018 1.862504
H -1.981304 5.644534 0.956569
H -1.876086 5.904661 -1.533415
N -1.226877 -0.755169 2.990769
C -2.260964 -0.933945 3.469659
N -3.495456 -1.074703 3.923140
C -3.654544 -1.375721 5.353031
C -3.552006 -2.879674 5.544245
O -4.531712 -3.555910 4.734024
C -4.299663 -3.304998 3.358592
C -4.423089 -1.827128 3.057836
H -4.637295 -1.031550 5.672265
H -2.904558 -0.844193 5.922361
H -3.722508 -3.141377 6.583796
H -2.562053 -3.247130 5.248175
H -5.028862 -3.884025 2.790627
H -3.291283 -3.637697 3.078876
H -5.425642 -1.493469 3.278910
H -4.190708 -1.630670 2.005743

Force components x, y, z for each atom (eV/Å):
0.035 -0.202 1.132
-0.440 0.279 0.016
-0.111 -0.149 -0.079
-0.590 -0.499 -0.442
0.684 -0.287 -0.042
0.225 0.115 0.008
-0.519 0.072 0.087
0.692 0.737 0.404
0.013 -0.141 -0.438
0.355 -0.174 0.202
-0.293 -0.534 -0.126
-0.351 0.099 -0.605
0.187 -0.321 -0.126
0.116 0.329 0.408
0.073 -0.173 0.797
-0.173 0.158 -0.728
-0.237 -0.034 -0.371
0.190 -0.274 -0.208
0.298 -0.634 -0.217
0.509 0.570 -0.250
0.021 -0.444 0.544
-0.087 0.643 -0.500
0.123 -0.488 -0.100
0.212 0.364 -0.239
0.017 0.536 -0.178
0.038 0.204 0.117
-0.131 -0.021 0.136
-0.255 0.102 0.012
0.237 -0.199 -0.117
-0.158 0.102 0.110
-0.057 0.196 -0.019
0.121 -0.024 0.262
-0.044 -0.233 0.080
-0.059 -0.087 -0.111
-0.011 0.225 -0.029
0.185 -0.056 -0.020
-0.305 0.012 0.441
0.163 -0.630 -0.041
-0.280 0.048 -0.102
0.132 0.162 0.341
-0.438 0.178 -0.178
-0.245 -0.464 0.007
-0.532 -0.162 0.172
-0.065 0.358 -0.275
0.614 -0.354 0.297
0.068 0.797 -0.404
0.407 -0.863 0.611
1.526 -0.999 0.372
-0.355 -0.198 -0.483
-0.754 1.442 0.172
-0.990 0.512 -0.288
0.151 0.575 0.333
-0.096 -0.689 -0.265
0.458 -0.450 0.454
-0.031 -0.257 0.065
0.154 0.331 -0.870
0.017 0.103 0.487
-0.055 -0.071 0.174
0.029 0.079 -0.041
0.039 -0.065 0.076
0.077 -0.155 0.105
-0.226 0.099 -0.014
-0.148 0.432 -0.405
-0.034 0.136 0.047
-0.085 0.242 0.119
-0.125 0.019 -0.096
0.386 0.044 -0.211
-0.501 0.139 -0.022
0.169 0.178 -0.019
-0.067 -0.405 -0.089
-0.384 -0.294 -0.423
0.383 0.296 0.507
0.034 -0.064 0.037
0.236 -0.257 -0.386
-0.054 0.054 -0.101
0.227 0.125 0.098
-0.165 -0.154 0.039
0.115 0.129 0.064
0.025 0.041 0.070
0.030 -0.106 -0.013
-0.302 0.238 0.073
-0.018 0.113 0.198


Entry 4:
Computed, not measured: an isolated molecule of C5H7N at a distorted geometry, with the ωB97M-V functional and the def2-TZVPD basis.

Relative energy (zero: lowest compared OMol25 entry of this formula, charge and spin) (kcal/mol): 54.0
SMILES string: C1=C[C@H]2N[C@H]2C1
Multiplicity: 1
E_LUMO (eV): 1.21
Frontier orbital gap (eV): 9.9

Cartesian coordinates (Å):
C 0.252820 -1.069119 -0.884074
C -0.544571 -1.266147 0.165194
C -0.945777 0.032308 0.765994
N 0.059464 0.725021 1.552443
C -0.057708 1.070033 0.169381
C 0.662302 0.395612 -0.997985
H 0.649527 -1.862183 -1.510683
H -0.761037 -2.184614 0.707341
H -2.036716 0.203400 0.809835
H 0.943634 0.456838 1.959514
H -0.328387 2.116443 0.114113
H 0.352636 0.905690 -1.921293
H 1.753812 0.476719 -0.929780

Force components x, y, z for each atom (eV/Å):
0.079 -0.022 0.166
0.333 0.128 0.104
-0.061 -0.052 -0.009
-0.401 0.991 0.535
-0.110 0.355 -0.351
0.148 0.009 0.052
0.225 0.132 0.148
-0.277 -0.083 -0.688
0.683 0.117 1.070
-0.330 -1.258 -0.263
-0.336 -0.036 -0.743
0.090 -0.287 0.091
-0.043 0.006 -0.113


no.,electronic energy (eV)
1,-338958.9457
2,-56917.0050
3,-119455.4402
4,-6786.1729